1.
Computed, not measured: 18 unconnected molecules or ions with the total composition C30H96O18 at a distorted geometry, with ωB97M-V/def2-TZVPD.

Each line ends with the Löwdin charge.
CARTESIAN COORDINATES (ANGSTROEM)
1 C 0.10 3.40 0.52  -0.17
2 O 0.18 2.52 1.57  -0.12
3 H -0.43 2.89 -0.33  0.07
4 H -0.56 4.26 0.70  0.08
5 H 1.07 3.73 0.23  0.07
6 H 0.55 2.94 2.35  0.05
7 C -3.57 2.61 -5.18  -0.20
8 O -2.38 2.50 -5.93  -0.12
9 H -4.09 1.65 -5.06  0.07
10 H -3.44 3.09 -4.17  0.08
11 H -4.36 3.19 -5.77  0.09
12 H -1.65 2.73 -5.36  0.01
13 C -3.74 -0.09 4.84  -0.11
14 O -2.64 0.78 4.48  -0.17
15 H -3.35 -0.96 5.40  0.07
16 H -4.54 0.45 5.36  0.08
17 H -4.17 -0.55 3.95  0.08
18 H -2.19 0.41 3.68  0.04
19 C -1.77 0.50 -2.50  -0.07
20 O -0.42 -0.12 -2.34  -0.18
21 H -2.50 -0.32 -2.38  0.08
22 H -1.91 1.20 -1.67  0.05
23 H -1.73 1.06 -3.46  0.07
24 H -0.37 -0.94 -2.88  0.03
25 C -5.32 -0.04 -0.11  -0.16
26 O -4.22 -0.91 0.07  -0.17
27 H -6.14 -0.71 -0.45  0.09
28 H -5.65 0.56 0.75  0.09
29 H -5.17 0.57 -1.03  0.08
30 H -3.40 -0.49 0.50  0.12
31 C 3.96 -1.68 -1.17  -0.16
32 O 3.46 -1.26 0.07  -0.12
33 H 3.09 -1.90 -1.81  0.08
34 H 4.44 -0.81 -1.59  0.07
35 H 4.63 -2.57 -1.18  0.09
36 H 2.86 -1.97 0.28  0.04
37 C -4.64 3.71 -0.37  -0.13
38 O -3.67 2.66 -0.16  -0.16
39 H -5.52 3.39 0.10  0.04
40 H -4.36 4.64 0.17  0.09
41 H -4.82 3.82 -1.47  0.09
42 H -3.27 2.89 0.69  0.03
43 C -0.66 4.66 -2.98  -0.11
44 O -0.61 3.77 -4.12  -0.15
45 H -1.45 5.44 -3.00  0.09
46 H -0.82 4.04 -2.11  0.05
47 H 0.31 5.20 -2.88  0.09
48 H 0.24 3.32 -4.09  0.04
49 C -4.90 -4.28 0.83  -0.16
50 O -5.18 -3.17 1.68  -0.15
51 H -4.29 -5.06 1.29  0.07
52 H -5.80 -4.77 0.54  0.06
53 H -4.46 -3.97 -0.09  0.07
54 H -5.01 -2.36 1.09  0.06
55 C -0.02 -3.49 -4.01  -0.14
56 O 0.40 -2.17 -3.84  -0.16
57 H -0.70 -3.59 -4.93  0.11
58 H 0.82 -4.18 -4.01  0.06
59 H -0.58 -3.69 -3.07  0.09
60 H 1.11 -1.80 -4.38  0.06
61 C 1.21 5.46 4.07  -0.14
62 O 1.18 4.08 3.79  -0.13
63 H 0.20 5.82 3.88  0.06
64 H 1.38 5.71 5.17  0.10
65 H 1.98 5.98 3.53  0.08
66 H 2.08 3.71 3.85  0.07
67 C -0.30 -0.60 1.62  -0.12
68 O -1.39 0.23 1.99  -0.16
69 H -0.56 -1.35 0.84  0.10
70 H 0.41 0.06 1.20  0.06
71 H 0.09 -1.19 2.42  0.06
72 H -1.27 1.16 1.64  0.08
73 C -4.21 3.58 5.13  -0.07
74 C -3.67 3.90 3.76  -0.50
75 C -2.32 4.52 3.87  -0.06
76 O -3.75 2.82 2.81  -0.06
77 H -3.50 2.85 5.61  0.09
78 H -5.29 3.25 5.06  0.11
79 H -4.19 4.46 5.78  0.08
80 H -4.44 4.57 3.34  0.14
81 H -1.92 4.75 2.89  0.07
82 H -1.58 3.88 4.38  0.09
83 H -2.33 5.44 4.43  0.08
84 H -3.40 2.03 3.21  0.04
85 C 3.04 -5.34 -0.86  -0.02
86 C 2.17 -4.97 0.42  -0.47
87 C 3.09 -4.91 1.58  -0.09
88 O 1.46 -3.73 0.25  -0.06
89 H 2.40 -5.42 -1.77  0.08
90 H 3.56 -6.27 -0.60  0.08
91 H 3.71 -4.52 -0.96  0.03
92 H 1.46 -5.79 0.73  0.15
93 H 2.43 -4.64 2.47  0.09
94 H 3.89 -4.17 1.57  0.09
95 H 3.37 -5.90 1.86  0.07
96 H 0.78 -3.66 0.93  0.05
97 C -1.85 -5.52 3.85  -0.04
98 C -1.64 -4.25 2.98  -0.44
99 C -2.20 -2.99 3.59  -0.04
100 O -0.24 -4.24 2.70  -0.07
101 H -1.33 -5.55 4.79  0.07
102 H -1.49 -6.32 3.27  0.06
103 H -2.86 -5.84 4.05  0.07
104 H -2.24 -4.41 2.11  0.11
105 H -1.76 -2.03 3.33  0.05
106 H -2.20 -3.01 4.66  0.07
107 H -3.29 -2.97 3.38  0.08
108 H 0.12 -3.56 3.33  0.11
109 C 3.82 1.55 3.44  -0.07
110 C 5.04 1.58 2.51  -0.50
111 C 6.10 0.60 2.92  -0.07
112 O 4.59 1.41 1.16  -0.08
113 H 3.96 2.06 4.39  0.08
114 H 3.48 0.48 3.68  0.11
115 H 3.04 2.04 2.92  0.04
116 H 5.38 2.67 2.68  0.16
117 H 6.57 0.87 3.87  0.08
118 H 6.92 0.49 2.22  0.08
119 H 5.75 -0.40 3.19  0.08
120 H 4.23 0.46 1.13  0.09
121 C 4.12 -2.32 -7.28  -0.05
122 C 3.42 -2.43 -5.96  -0.45
123 C 4.38 -2.59 -4.78  -0.04
124 O 2.52 -1.28 -5.73  -0.06
125 H 4.82 -1.53 -7.32  0.08
126 H 3.42 -2.11 -8.08  0.08
127 H 4.54 -3.26 -7.61  0.08
128 H 2.71 -3.24 -5.87  0.13
129 H 5.00 -3.52 -4.87  0.10
130 H 3.71 -2.72 -3.91  0.06
131 H 4.99 -1.69 -4.67  0.08
132 H 3.11 -0.55 -5.80  0.05
133 C 3.89 1.61 -3.82  -0.02
134 C 2.48 1.23 -3.25  -0.43
135 C 2.37 1.45 -1.69  -0.03
136 O 1.46 1.97 -3.92  -0.06
137 H 4.69 1.16 -3.24  0.07
138 H 3.89 2.69 -3.79  0.08
139 H 3.93 1.28 -4.86  0.06
140 H 2.30 0.16 -3.37  0.10
141 H 2.93 2.37 -1.43  0.08
142 H 2.90 0.68 -1.08  0.05
143 H 1.33 1.42 -1.26  0.07
144 H 0.62 1.58 -3.72  0.05

E, a.u.: -2554.647924
Highest occupied orbital energy, eV: -9.3
Charge: 0
LUMO energy, eV: 0.486

=====

2.
Computed, not measured: 25 unconnected molecules or ions with the total composition C31H110N2O25 at a distorted geometry, with ωB97M-V/def2-TZVPD.

Each line ends with the Löwdin charge.
CARTESIAN COORDINATES (ANGSTROEM)
1 C 2.09 -0.92 4.47  -0.16
2 O 3.12 -0.70 3.54  -0.14
3 H 1.65 0.04 4.73  0.06
4 H 1.38 -1.68 4.14  0.06
5 H 2.57 -1.33 5.35  0.08
6 H 2.72 -0.26 2.78  0.00
7 C -4.74 0.17 -5.78  -0.09
8 O -4.19 0.54 -4.46  -0.17
9 H -4.43 0.84 -6.59  0.08
10 H -4.37 -0.81 -6.07  0.07
11 H -5.82 0.08 -5.69  0.07
12 H -4.18 -0.26 -3.94  0.00
13 C -0.69 -1.37 -1.12  -0.10
14 O 0.08 -2.47 -0.65  -0.15
15 H -1.37 -1.55 -1.95  0.07
16 H -1.37 -1.07 -0.33  0.07
17 H -0.08 -0.48 -1.30  0.09
18 H -0.07 -2.47 0.30  0.03
19 C 3.86 1.36 -5.79  -0.14
20 O 2.87 1.00 -4.85  -0.13
21 H 3.82 2.39 -6.13  0.08
22 H 4.85 1.05 -5.46  0.09
23 H 3.66 0.77 -6.68  0.08
24 H 2.02 1.35 -5.13  0.09
25 C 2.70 -2.80 -3.70  -0.12
26 O 2.31 -1.87 -4.73  -0.13
27 H 2.60 -2.32 -2.73  0.07
28 H 2.13 -3.69 -3.94  0.07
29 H 3.78 -2.94 -3.75  0.08
30 H 2.86 -1.09 -4.59  0.03
31 C 4.29 -5.74 -2.13  -0.19
32 O 4.88 -4.67 -1.47  -0.12
33 H 5.14 -6.38 -2.37  0.09
34 H 3.54 -6.25 -1.52  0.07
35 H 3.69 -5.39 -2.96  0.05
36 H 4.23 -4.02 -1.20  0.03
37 C 2.89 -3.06 1.21  -0.11
38 O 2.67 -3.35 -0.16  -0.16
39 H 2.67 -2.00 1.34  0.05
40 H 2.21 -3.63 1.85  0.08
41 H 3.93 -3.37 1.39  0.10
42 H 1.84 -3.00 -0.50  0.03
43 C 0.33 -5.57 -2.38  -0.11
44 O -0.17 -4.37 -3.00  -0.15
45 H 0.35 -6.40 -3.09  0.08
46 H 1.38 -5.55 -2.08  0.06
47 H -0.26 -5.75 -1.48  0.07
48 H -0.20 -3.68 -2.33  0.04
49 C -1.63 -3.13 5.49  -0.16
50 O -2.82 -3.50 4.81  -0.13
51 H -0.77 -2.95 4.84  0.07
52 H -1.81 -2.25 6.10  0.06
53 H -1.44 -3.96 6.18  0.08
54 H -2.89 -2.94 4.03  0.00
55 C -0.70 -6.56 1.64  -0.16
56 O -1.87 -6.31 2.41  -0.12
57 H 0.18 -6.88 2.20  0.08
58 H -0.94 -7.28 0.86  0.07
59 H -0.41 -5.64 1.15  0.06
60 H -2.64 -6.15 1.86  0.07
61 C -3.46 -3.23 -0.25  -0.07
62 O -3.90 -1.84 -0.47  -0.16
63 H -4.23 -3.84 0.23  0.09
64 H -3.39 -3.63 -1.26  0.08
65 H -2.52 -3.41 0.28  0.08
66 H -4.20 -1.50 0.37  0.02
67 C -0.21 4.27 -4.29  -0.16
68 O -1.41 3.72 -4.85  -0.13
69 H 0.31 3.41 -3.87  0.04
70 H 0.48 4.80 -4.95  0.08
71 H -0.47 4.81 -3.38  0.07
72 H -1.38 2.77 -4.73  0.00
73 C -3.45 2.03 -0.77  -0.09
74 O -3.33 1.09 0.33  -0.13
75 H -4.36 2.63 -0.71  0.08
76 H -2.56 2.66 -0.78  0.07
77 H -3.57 1.61 -1.77  0.07
78 H -4.14 0.58 0.36  0.03
79 O -4.16 -1.81 -3.08  -0.03
80 H -5.02 -2.23 -3.00  0.07
81 H -3.84 -1.76 -2.18  -0.01
82 O -5.46 -0.68 1.64  -0.02
83 H -5.80 -0.55 2.53  0.08
84 H -6.14 -0.33 1.07  0.08
85 O 0.01 -5.31 -5.82  -0.05
86 H -0.19 -6.24 -5.73  0.03
87 H 0.22 -5.02 -4.93  -0.02
88 O -2.88 -1.62 2.84  -0.01
89 H -2.45 -0.78 3.00  0.03
90 H -3.67 -1.39 2.35  0.02
91 O -0.95 0.90 2.14  -0.04
92 H -1.26 1.58 2.73  0.01
93 H -1.42 1.04 1.32  0.03
94 O 0.00 -1.80 1.96  -0.04
95 H 0.60 -1.06 1.99  0.00
96 H -0.85 -1.43 2.22  0.00
97 O 1.62 0.42 1.53  -0.05
98 H 0.83 0.87 1.82  0.01
99 H 1.89 0.89 0.74  0.02
100 O -1.47 1.04 -4.43  -0.04
101 H -2.35 0.77 -4.68  0.00
102 H -0.96 0.23 -4.42  0.02
103 O -2.40 -2.11 -7.64  -0.06
104 H -1.56 -2.45 -7.96  0.03
105 H -2.26 -1.95 -6.71  -0.03
106 O -1.21 -1.98 -5.09  -0.03
107 H -0.40 -2.25 -5.53  0.05
108 H -1.26 -2.56 -4.32  0.03
109 C -2.53 5.11 4.32  -0.02
110 C -1.65 4.07 3.64  -0.49
111 C -0.17 4.31 4.03  -0.11
112 C 0.14 4.05 5.54  -0.17
113 C -0.11 2.59 5.87  -0.12
114 C -1.58 2.23 5.52  -0.47
115 N -1.91 2.72 4.13  -0.14
116 O -3.06 2.05 3.59  -0.01
117 C -1.61 0.71 5.50  -0.04
118 C -2.58 2.81 6.57  -0.01
119 C -1.94 4.14 2.10  -0.01
120 H -2.22 5.34 5.34  0.07
121 H -3.52 4.66 4.39  0.08
122 H -2.70 5.99 3.71  0.09
123 H 0.49 3.73 3.38  0.11
124 H 0.11 5.36 3.91  0.12
125 H -0.36 4.86 6.07  0.10
126 H 1.21 4.26 5.58  0.11
127 H 0.04 2.63 6.95  0.12
128 H 0.70 1.94 5.53  0.11
129 H -2.63 0.35 5.43  0.08
130 H -1.09 0.41 4.59  0.07
131 H -1.20 0.38 6.46  0.10
132 H -2.50 2.20 7.47  0.09
133 H -2.27 3.81 6.90  0.07
134 H -3.57 2.96 6.15  0.08
135 H -3.00 4.08 1.87  0.09
136 H -1.34 3.50 1.45  0.06
137 H -1.72 5.14 1.74  0.09
138 H -3.71 2.59 4.04  0.08
139 C 5.21 2.10 -1.54  -0.03
140 C 4.28 1.83 -0.32  -0.48
141 C 4.67 2.86 0.76  -0.09
142 C 3.86 4.20 0.75  -0.14
143 C 2.32 4.00 0.55  -0.14
144 C 2.10 3.22 -0.74  -0.48
145 N 2.86 1.95 -0.69  -0.13
146 O 2.48 1.13 -1.73  0.00
147 C 0.58 2.95 -0.73  -0.03
148 C 2.46 4.11 -1.97  -0.01
149 C 4.62 0.41 0.07  -0.03
150 H 5.10 1.36 -2.34  0.08
151 H 6.27 2.06 -1.28  0.09
152 H 4.98 3.05 -2.03  0.07
153 H 4.62 2.35 1.72  0.12
154 H 5.73 3.09 0.59  0.11
155 H 4.27 4.83 -0.04  0.09
156 H 3.98 4.80 1.65  0.10
157 H 1.88 4.99 0.59  0.12
158 H 1.92 3.52 1.44  0.10
159 H -0.07 3.81 -0.58  0.08
160 H 0.32 2.60 -1.73  0.07
161 H 0.31 2.15 -0.05  0.06
162 H 2.59 3.43 -2.81  0.07
163 H 1.62 4.79 -2.09  0.08
164 H 3.40 4.67 -1.90  0.07
165 H 4.33 0.07 1.07  0.07
166 H 5.70 0.42 0.21  0.09
167 H 4.27 -0.40 -0.57  0.09
168 H 2.87 1.53 -2.51  0.05

E, a.u.: -3237.318690
Highest occupied orbital energy, eV: -8.8
Charge: 0
LUMO energy, eV: -0.617